(1)
{"formula": "C3H5NO3", "method": "ωB97M-V/def2-TZVPD", "symbols": ["C", "C", "C", "N", "O", "O", "O", "H", "H", "H", "H", "H"], "xyz": [[-0.998, -0.769, -1.119], [-0.697, -0.032, 0.094], [0.456, -0.064, 0.942], [-2.094, 0.145, 1.195], [-3.110, 0.551, 0.715], [-1.837, -0.134, 2.337], [-0.889, 0.656, -1.044], [-0.071, -1.211, -1.644], [-2.065, -1.166, -1.406], [1.190, -0.548, 0.346], [0.211, -0.838, 1.673], [0.812, 0.925, 1.432]], "mulliken_charge": [-0.48, 0.88, -1.13, 0.77, -0.53, -0.55, -0.41, 0.24, 0.24, 0.38, 0.34, 0.26], "relative_energy_kcal_mol": 138.7, "orbital_gap_ev": 10.9, "energy_ha": -397.6157, "total_charge": 0, "smiles": "C[C@]1([N+](=O)[O-])CO1", "max_force_ha_per_bohr": 0.0737, "lumo_ev": 0.79}

---

(2)
{"formula": "C22H42NP3S2V", "method": "ωB97M-V/def2-TZVPD", "symbols": ["V", "P", "P", "P", "H", "C", "C", "H", "C", "C", "C", "C", "C", "C", "C", "C", "C", "H", "H", "H", "H", "H", "H", "H", "H", "H", "H", "H", "H", "H", "H", "H", "H", "H", "H", "H", "H", "H", "H", "H", "H", "H", "H", "H", "H", "H", "C", "C", "C", "C", "C", "C", "S", "H", "H", "H", "H", "H", "H", "S", "C", "N", "C", "C", "C", "C", "H", "H", "H", "H", "H"], "xyz": [[1.581, -0.461, -0.544], [-0.050, 1.455, 0.995], [-3.219, -1.703, -0.679], [3.229, 1.009, 0.041], [1.607, -0.956, -3.595], [2.254, -0.847, -2.683], [2.263, -1.950, -1.793], [1.948, -2.907, -2.166], [-0.571, 2.937, 0.033], [-1.615, 1.342, 2.010], [0.792, 2.352, 2.391], [-4.512, -2.678, -1.448], [-3.039, -1.887, 1.108], [-3.132, 0.028, -1.183], [4.601, 0.363, -0.979], [3.902, 0.965, 1.744], [3.083, 2.792, -0.383], [3.220, -0.544, -3.144], [2.912, -1.875, -0.900], [-1.061, 3.662, 0.698], [-1.281, 2.653, -0.751], [0.299, 3.414, -0.425], [-1.857, 2.358, 2.366], [-1.479, 0.711, 2.901], [-2.473, 0.982, 1.429], [0.081, 3.089, 2.798], [1.691, 2.888, 2.064], [1.029, 1.637, 3.192], [-5.406, -2.763, -0.822], [-4.105, -3.664, -1.720], [-4.778, -2.125, -2.353], [-3.900, -1.351, 1.544], [-2.104, -1.448, 1.500], [-3.094, -2.949, 1.388], [-4.161, 0.333, -1.429], [-2.504, 0.192, -2.066], [-2.750, 0.702, -0.401], [5.470, 1.012, -0.817], [4.298, 0.475, -2.030], [4.822, -0.698, -0.736], [4.927, 1.362, 1.657], [3.923, -0.095, 2.054], [3.312, 1.553, 2.477], [4.065, 3.087, -0.776], [2.816, 3.437, 0.468], [2.331, 2.902, -1.178], [-0.908, -1.124, -3.147], [-0.543, 0.207, -3.501], [-1.074, 0.781, -4.660], [-1.897, 0.027, -5.501], [-2.145, -1.328, -5.222], [-1.583, -1.937, -4.102], [-0.654, -1.889, -1.576], [-2.120, -2.606, -1.330], [0.234, 0.746, -2.934], [-0.809, 1.821, -4.913], [-2.308, 0.470, -6.401], [-2.732, -1.969, -5.860], [-1.581, -3.025, -3.930], [1.003, -1.687, 1.576], [0.754, -1.142, 3.200], [-0.496, -1.395, 3.742], [-0.915, -0.870, 4.937], [-0.005, -0.150, 5.697], [1.337, -0.083, 5.292], [1.723, -0.645, 4.075], [-1.156, -1.935, 3.179], [-1.955, -1.061, 5.205], [-0.345, 0.318, 6.612], [2.066, 0.397, 5.941], [2.747, -0.716, 3.764]], "mulliken_charge": [0.03, 0.92, 0.66, 1.49, 0.21, -0.53, -0.65, 0.57, -1.43, -1.28, -1.13, -1.20, -0.36, -0.25, -1.30, -1.24, -1.21, 0.46, 0.21, 0.47, 0.36, 0.39, 0.66, 0.04, 0.37, 0.57, 0.41, 0.03, 0.43, 0.40, 0.41, 0.49, -0.61, 0.55, 0.62, -0.01, -0.24, 0.54, 0.33, 0.40, 0.53, 0.20, 0.36, 0.48, 0.42, 0.29, 0.44, -0.27, -0.55, -0.61, -0.72, -0.84, 0.08, 0.10, 0.40, 0.43, 0.45, 0.50, 0.53, -0.46, 0.53, 0.04, -0.38, -0.53, -0.41, -0.88, 0.21, 0.47, 0.49, 0.49, 0.60], "orbital_gap_ev": [6.5, 5.9], "energy_ha": -3681.5544, "total_charge": 3, "multiplicity": 3, "max_force_ha_per_bohr": 0.0713, "lumo_ev": [-9.74, -10.44]}

---

(3)
{"formula": "C3H9NOSi", "method": "ωB97M-V/def2-TZVPD", "symbols": ["C", "C", "C", "N", "O", "Si", "H", "H", "H", "H", "H", "H", "H", "H", "H"], "xyz": [[3.080, -0.285, -0.274], [-0.476, 0.121, 0.373], [2.662, -1.519, -0.542], [-3.310, 0.558, 0.345], [-4.609, 1.176, 0.347], [-1.948, 1.131, -0.291], [2.329, 0.446, -0.221], [-5.038, 0.541, 0.887], [4.182, 0.030, -0.203], [0.390, 0.184, -0.317], [-0.150, 0.613, 1.356], [-0.574, -0.946, 0.700], [3.205, -2.434, -0.603], [1.543, -1.866, -0.537], [-1.286, 2.250, -1.020]], "mulliken_charge": [-0.29, -0.72, -0.36, -0.13, -0.39, 0.28, 0.18, 0.35, 0.20, -0.07, 0.32, 0.36, 0.27, 0.08, -0.09], "relative_energy_kcal_mol": 112.4, "orbital_gap_ev": 9.0, "energy_ha": -539.0216, "total_charge": 0, "smiles": "C/[SiH]=N/O.C=C", "max_force_ha_per_bohr": 0.0526, "lumo_ev": 0.35}